--- a ---
Computed, not measured: a cluster of 12 separate species, BF4H22O11 in total, with ωB97M-V/def2-TZVPD.

Each line ends with the natural charge from an NBO analysis.
Cartesian coordinates (Å):
F  1.02864  0.73832  0.27657  -0.574
F  -1.01474  0.43805  -0.69363  -0.579
F  -0.09436  -1.25246  0.64918  -0.576
F  0.69392  -0.88088  -1.37911  -0.580
O  -0.89174  -3.10961  3.14000  -0.972
O  1.80693  -3.41874  1.95040  -0.971
O  3.49554  -0.66110  -0.53997  -0.953
O  2.16281  -1.32023  -3.85402  -0.952
O  -2.72669  -1.06926  1.78327  -0.975
O  0.13190  -0.05192  3.09227  -0.967
O  2.59693  2.92641  -2.39760  -0.941
O  -3.73160  1.68782  -1.55945  -0.937
O  1.94538  3.32756  0.82465  -0.961
O  -1.00756  0.00408  -3.52899  -0.942
O  -2.53939  2.06616  1.23716  -0.964
B  0.15120  -0.20433  -0.26285  1.348
H  -3.59765  0.76473  -1.79206  0.475
H  2.98112  3.58187  -1.80923  0.469
H  1.48241  2.48118  0.88177  0.491
H  -0.69522  0.42693  -2.72152  0.486
H  -2.20747  1.69452  0.41012  0.497
H  -1.75122  -0.53087  -3.24399  0.452
H  0.50451  0.66566  2.57188  0.470
H  -1.23167  -2.51196  2.45971  0.496
H  -1.30805  -2.80058  3.94819  0.475
H  1.86485  -2.21164  -4.04919  0.454
H  1.67006  -1.07670  -3.05962  0.492
H  0.98157  -3.53564  2.43889  0.490
H  3.33060  -1.56035  -0.83559  0.468
H  -2.26990  -1.06158  0.93549  0.483
H  -2.45420  -0.24281  2.20210  0.496
H  2.63439  -0.23129  -0.60652  0.481
H  1.82135  2.61990  -1.91954  0.473
H  -0.08827  -0.72353  2.43236  0.483
H  2.53638  3.32634  1.58166  0.464
H  -4.66547  1.75285  -1.34176  0.463
H  1.85147  -2.47423  1.77493  0.474
H  -3.39678  2.42730  1.00404  0.463

Values from the calculation:
orbital gap	0.3787	Eh
HOMO	-7.98	eV
charge	-1



--- b ---
Computed, not measured: a cluster of 12 separate species, BF4H22O11 in total, with ωB97M-V/def2-TZVPD.

Each line ends with the natural charge from an NBO analysis.
Cartesian coordinates (Å):
F  -16.48029  -10.82078  18.29635  -0.571
F  -14.43520  -11.17128  17.17543  -0.585
F  -15.14299  -12.61346  18.70726  -0.558
F  -16.28419  -12.57246  16.87406  -0.567
O  -18.08115  -9.50861  16.70193  -0.958
O  -14.49195  -14.88336  16.26291  -0.955
O  -16.80124  -8.90450  20.18879  -0.950
O  -11.22283  -10.88956  18.23599  -0.979
O  -13.72207  -10.90626  13.82722  -0.957
O  -14.67765  -8.85978  16.02638  -0.978
O  -18.18258  -13.72570  14.90056  -0.947
O  -15.37581  -13.07389  13.87367  -1.003
O  -12.06446  -12.71614  15.83101  -0.944
O  -13.26801  -11.03691  19.93373  -0.947
O  -12.13129  -14.35722  18.45996  -0.955
B  -15.60719  -11.76821  17.75938  1.340
H  -17.54667  -13.40112  15.53854  0.489
H  -16.92061  -9.55868  19.47435  0.490
H  -18.39128  -9.98488  15.91750  0.457
H  -17.74737  -10.29014  17.19979  0.487
H  -15.19876  -13.65143  14.60991  0.479
H  -14.18214  -9.62330  16.36815  0.484
H  -12.45226  -12.02950  16.32216  0.470
H  -14.00761  -11.32728  19.40106  0.498
H  -10.66536  -10.23597  18.65147  0.452
H  -11.97002  -10.98459  18.84251  0.491
H  -14.60979  -12.46447  13.77700  0.494
H  -13.01299  -14.00096  18.40528  0.485
H  -14.52408  -10.46039  13.53641  0.483
H  -13.45300  -10.58566  14.74897  0.496
H  -18.66769  -12.92769  14.68298  0.455
H  -15.57324  -8.98533  16.29281  0.481
H  -15.04861  -14.64905  16.99567  0.489
H  -15.82728  -8.84817  20.16772  0.450
H  -11.63304  -13.20759  16.52438  0.469
H  -14.81606  -15.60615  15.78104  0.472
H  -11.99759  -14.95963  17.71818  0.473
H  -13.48012  -10.09354  20.19565  0.469

Values from the calculation:
orbital gap	0.3674	Eh
HOMO	-7.36	eV
charge	-1



Of them, a has the highest stability.



--- a ---
Computed, not measured: a cluster of 6 separate species, CH14O6 in total, with ωB97M-V/def2-TZVPD.

Each line ends with the natural charge from an NBO analysis.
Cartesian coordinates (Å):
O  0.94455  -1.74865  -0.69147  -0.969
O  0.78650  0.65362  -2.05854  -0.788
O  -0.43720  -1.84627  1.80856  -1.014
O  0.95870  0.82993  1.43434  -0.961
O  -1.73697  1.30274  2.29596  -0.953
O  -1.70728  -0.73657  -0.68308  -0.962
C  1.48133  1.81682  -2.41876  -0.257
H  -0.73102  -1.74035  2.73579  0.494
H  2.23075  2.17229  -1.61657  0.181
H  -2.04009  1.32357  1.36222  0.468
H  -0.73559  1.32799  2.28178  0.474
H  -1.96519  -1.08604  -1.52499  0.481
H  0.70510  2.57622  -2.46304  0.164
H  1.79997  1.43034  -3.41108  0.195
H  0.77576  -2.46125  -1.37019  0.475
H  -1.17709  0.02290  -0.98304  0.483
H  0.95444  -0.11741  1.50285  0.509
H  0.66460  -2.27432  0.10794  0.495
H  0.97911  0.25386  -1.19612  0.503
H  0.17517  1.25597  1.05461  0.461
H  -0.99032  -1.22310  1.18633  0.519

Values from the calculation:
structure (SMILES)	CO.O.O.O.O.O
orbital gap	0.3850	Eh
HOMO	-10.18	eV



--- b ---
Computed, not measured: a cluster of 6 separate species, CH14O6 in total, with ωB97M-V/def2-TZVPD.

Each line ends with the natural charge from an NBO analysis.
Cartesian coordinates (Å):
O  0.74605  1.96306  -0.15543  -0.933
O  1.31397  0.06491  -3.18784  -0.949
O  2.17531  -0.86216  -0.54978  -0.974
O  -0.13306  -0.81519  1.46501  -0.778
O  -0.24196  1.75695  3.58924  -0.956
O  -1.70117  -0.61634  -2.55784  -0.964
C  -1.54510  -1.28411  0.98433  -0.247
H  1.01028  1.09494  -0.50129  0.478
H  -1.53674  -2.21723  0.39902  0.198
H  -2.23064  0.21124  -2.41104  0.466
H  -1.88904  -1.39958  1.93745  0.173
H  -0.04024  1.61379  0.14223  0.451
H  -1.87956  -0.45056  0.43379  0.182
H  1.56628  -0.51345  -3.92553  0.459
H  -0.41771  -0.34252  2.22066  0.472
H  0.46627  2.39025  3.91589  0.485
H  1.78050  -1.16098  0.26688  0.499
H  3.10947  -0.65048  -0.24035  0.480
H  -1.08904  2.16201  3.80084  0.472
H  1.47518  -0.64602  -2.51754  0.491
H  -0.93905  -0.29853  -3.10870  0.493

Values from the calculation:
structure (SMILES)	CO.O.O.O.O.O
orbital gap	0.4042	Eh
HOMO	-10.50	eV



Of them, a has the highest stability.



--- a ---
Computed, not measured: a cluster of 2 separate species, C6H13NO in total, with ωB97M-V/def2-TZVPD.

Each line ends with the natural charge from an NBO analysis.
Cartesian coordinates (Å):
O  -4.53499  5.24271  -1.69731  -0.927
N  -0.79348  -1.24553  -1.30654  -0.836
C  0.00663  0.94625  -0.67408  -0.653
C  1.51879  -0.35271  1.54966  -0.188
C  0.92848  -2.62138  0.62602  -0.619
C  0.12123  -0.55060  -0.50927  0.215
C  0.82184  -1.10817  0.48416  -0.159
C  2.78741  -0.56923  1.87624  -0.395
H  -3.95690  4.61446  -1.28862  0.463
H  -0.41969  1.25097  -1.62635  0.213
H  -0.90320  -0.96380  -2.27475  0.378
H  3.25121  -0.06016  2.70917  0.199
H  1.85728  -2.98635  0.18914  0.213
H  0.82812  -2.84771  1.68407  0.217
H  0.87771  0.29332  2.14734  0.196
H  0.16744  -3.19202  0.08771  0.194
H  0.99261  1.42129  -0.65788  0.224
H  -5.37233  4.79559  -1.63085  0.463
H  3.37537  -1.21223  1.24448  0.192
H  -1.04418  -2.20563  -1.13079  0.384
H  -0.50932  1.35093  0.19845  0.224

Values from the calculation:
structure (SMILES)	C=C/C(C)=C(\C)N.O
orbital gap	0.3069	Eh
HOMO	-7.64	eV



--- b ---
Computed, not measured: a cluster of 2 separate species, C6H13NO in total, with ωB97M-V/def2-TZVPD.

Each line ends with the natural charge from an NBO analysis.
Cartesian coordinates (Å):
O  -2.15658  4.14694  1.16066  -0.924
N  -0.49675  0.59541  -1.71540  -0.847
C  0.11956  -1.16596  -0.26246  -0.087
C  -0.87763  -2.13852  -0.82023  -0.632
C  0.90070  -1.74011  0.87974  -0.194
C  0.18479  0.15208  -0.51977  0.169
C  0.97107  1.08773  0.33445  -0.659
C  2.05189  -2.38702  0.77924  -0.392
H  2.65122  -2.40902  -0.12191  0.199
H  -0.15294  1.50794  -1.98968  0.363
H  -1.50917  0.58505  -1.65412  0.371
H  -0.34156  -2.84999  -1.47305  0.221
H  -1.27202  4.47491  1.23009  0.463
H  -1.68455  -1.74751  -1.42915  0.216
H  0.91970  0.81297  1.38961  0.230
H  0.56599  2.09822  0.24285  0.202
H  0.38914  -1.67145  1.83960  0.195
H  2.47018  -2.80371  1.68510  0.197
H  -1.22239  -2.76906  -0.00045  0.218
H  2.04616  1.05910  0.13153  0.230
H  -2.00386  3.33996  0.65382  0.463

Values from the calculation:
structure (SMILES)	C=C/C(C)=C(\C)N.O
orbital gap	0.3204	Eh
HOMO	-8.11	eV



--- c ---
Computed, not measured: an isolated molecule of C6H13NO, with ωB97M-V/def2-TZVPD.

Each line ends with the natural charge from an NBO analysis.
Cartesian coordinates (Å):
O  0.88602  -0.76173  1.46519  -0.549
N  0.26711  -0.04915  -0.62733  -0.539
C  -2.41166  -0.81761  -0.16318  -0.603
C  -0.00793  -0.49830  0.70104  0.734
C  1.31085  2.10782  0.05897  -0.652
C  1.18696  -0.91949  -1.37969  -0.397
C  0.34024  1.39050  -0.85571  -0.205
C  -1.47686  -0.71110  1.03345  -0.522
H  0.97085  2.25997  1.08612  0.214
H  -0.67936  1.75904  -0.67522  0.191
H  -2.08938  -1.59598  -0.87146  0.207
H  0.81015  -1.92803  -1.29001  0.200
H  -2.43684  0.09670  -0.74593  0.213
H  0.61290  1.53503  -1.89942  0.203
H  -1.43256  -1.64079  1.60064  0.236
H  -1.87993  0.03852  1.72111  0.232
H  2.26728  1.61892  0.28346  0.223
H  2.18153  -0.88650  -0.91619  0.187
H  1.66548  3.04295  -0.39188  0.213
H  1.21943  -0.55856  -2.40146  0.200
H  -3.37001  -1.22631  0.14146  0.214

Values from the calculation:
structure (SMILES)	CCC(=O)N(C)CC
orbital gap	0.3479	Eh
HOMO	-8.52	eV



--- d ---
Computed, not measured: an isolated molecule of C6H13NO, with ωB97M-V/def2-TZVPD.

Each line ends with the natural charge from an NBO analysis.
Cartesian coordinates (Å):
O  -0.11996  -1.70409  1.34584  -0.690
N  -1.42194  1.25135  0.28354  -0.614
C  -0.67991  0.61367  1.36088  -0.275
C  -2.30355  0.33526  -0.41480  -0.420
C  1.09676  -0.29432  -0.16119  -0.101
C  1.44008  1.08740  -0.64821  -0.622
C  0.18809  -0.48104  0.80318  0.300
C  1.79537  -1.43094  -0.85731  -0.642
H  0.44878  -2.37980  0.96164  0.478
H  1.37750  1.81814  0.15179  0.214
H  1.16728  -2.31668  -0.92024  0.198
H  -2.96652  -0.22548  0.25822  0.164
H  0.75377  1.39931  -1.43034  0.224
H  -1.70109  -0.37916  -0.97256  0.198
H  2.04805  -1.12756  -1.86835  0.222
H  2.71802  -1.70786  -0.36010  0.215
H  -2.91171  0.89859  -1.11780  0.200
H  -0.07126  1.37864  1.85426  0.209
H  -1.33835  0.15028  2.11351  0.185
H  -1.97002  2.01485  0.67126  0.354
H  2.45060  1.09944  -1.05324  0.203

Values from the calculation:
structure (SMILES)	CNCC(O)=C(C)C
orbital gap	0.3290	Eh
HOMO	-8.08	eV



Of them, c has the highest stability.



--- a ---
Computed, not measured: a cluster of 2 separate species, C4H15N2O in total, with ωB97M-V/def2-TZVPD.

Each line ends with the natural charge from an NBO analysis.
Cartesian coordinates (Å):
O  -4.72118  -0.57375  4.96493  -0.932
N  0.94523  -1.19844  -3.06250  -0.868
N  1.39998  0.30484  -0.81727  -0.572
C  -0.06288  0.34330  -1.36425  -0.268
C  1.46070  0.09117  0.69304  -0.227
C  -0.37127  -0.80994  -2.35745  -0.256
C  1.55978  1.46430  1.39318  -0.660
H  1.67756  1.36207  2.49142  0.263
H  1.82329  1.16097  -0.89633  0.421
H  2.31327  2.14883  1.11366  0.229
H  0.50555  -0.42549  1.11674  0.237
H  -0.96120  0.42189  -0.56889  0.256
H  -0.80951  -1.64333  -1.75109  0.223
H  1.10752  -1.09673  -4.08433  0.411
H  1.89173  -0.56662  -1.55955  0.495
H  -0.29611  1.37791  -1.88941  0.242
H  -1.06747  -0.50356  -3.14079  0.239
H  -4.78871  0.00066  5.64733  0.463
H  2.34050  -0.56703  0.87693  0.229
H  -5.49351  -1.09947  4.96708  0.469
H  0.99226  -2.16445  -3.07153  0.380
H  0.55446  1.97285  1.29906  0.224

Values from the calculation:
orbital gap	0.3911	Eh
HOMO	-13.43	eV
charge	+1



--- b ---
Computed, not measured: a cluster of 2 separate species, C4H15N2O in total, with ωB97M-V/def2-TZVPD.

Each line ends with the natural charge from an NBO analysis.
Cartesian coordinates (Å):
O  -2.64617  -0.35623  -2.29658  -0.964
N  -0.08278  -0.11660  -0.95654  -0.529
N  0.74380  1.06276  1.34411  -0.668
C  0.31620  1.62760  2.64778  -0.412
C  -0.06936  -0.99133  0.25946  -0.231
C  0.84424  -0.37371  1.36065  -0.250
C  0.71139  -0.54874  -2.14404  -0.418
H  1.09488  1.51341  3.39750  0.193
H  0.36264  -1.96504  0.03419  0.226
H  1.77385  -0.45978  -1.93028  0.232
H  0.25204  2.70552  2.59178  0.218
H  0.44108  0.14490  -2.93963  0.229
H  1.62274  1.51570  1.14704  0.379
H  0.22705  0.80418  -0.61146  0.452
H  1.83240  -0.82112  1.32527  0.213
H  -2.15771  -0.42249  -3.12868  0.482
H  0.39732  -0.76395  2.27859  0.222
H  -1.03896  -0.09140  -1.23846  0.461
H  0.45727  -1.59231  -2.32418  0.230
H  -3.34475  -1.01911  -2.33100  0.504
H  -1.10585  -1.06319  0.57246  0.225
H  -0.63132  1.21094  2.94202  0.205

Values from the calculation:
orbital gap	0.3872	Eh
HOMO	-13.35	eV
charge	+1



Of them, b has the highest stability.